Formula: C32H70ClN27O16S
Source: the Open Molecules 2025 dataset
Level of theory: ωB97M-V/def2-TZVPD

```
147
Properties=species:S:1:pos:R:3:forces:R:3
C -2.469356 4.566581 -5.196918 -0.52 -0.38 -0.23
C -1.900436 3.466139 -4.317233 0.25 0.19 0.07
C -0.386876 3.502650 -4.243416 -0.05 0.31 0.07
O 0.288201 4.204113 -4.950148 0.04 0.13 0.13
O 0.196054 2.753676 -3.275303 0.12 -0.26 -0.56
C -0.136249 1.336740 -3.351583 0.34 0.66 0.61
C 0.765326 0.587982 -2.386640 -0.62 -0.21 0.25
C 0.246906 0.332299 -0.977542 0.14 -0.18 0.07
C 0.720298 -0.831473 -0.362015 0.12 -0.17 -0.21
C 0.374583 -1.210800 0.918543 -0.11 0.10 0.13
C -0.488784 -0.410810 1.661241 0.32 -0.23 -0.04
C -0.959910 0.741530 1.070758 -0.27 0.71 0.09
C -0.618885 1.130052 -0.229046 0.15 -0.16 -0.15
N -1.178047 2.336101 -0.769194 -0.17 -0.16 0.22
C -1.067030 3.471563 0.097607 0.04 0.16 -0.52
C -0.598879 4.665772 -0.434509 -0.09 -0.10 0.39
C -0.537651 5.785477 0.381560 0.00 -0.25 -0.38
C -0.920401 5.710041 1.714345 0.04 0.76 0.30
C -0.871238 6.975790 2.575321 0.21 -0.34 -0.64
C 0.450591 7.684596 2.344774 -0.34 -0.44 0.40
O 1.504298 7.238485 2.620586 0.35 0.18 -0.06
Cl 0.326246 9.337216 1.626400 -0.07 -0.04 0.00
C -1.367128 4.519555 2.261740 -0.05 -0.17 -0.25
C -1.450765 3.410779 1.429977 0.08 -0.68 -0.06
S -2.044580 1.832019 1.977892 -0.13 -0.03 0.33
H -3.525210 4.343145 -5.377037 0.04 0.06 -0.07
H -2.445786 5.527077 -4.692587 0.25 0.06 -0.01
H -1.963999 4.628897 -6.158261 0.07 0.04 0.02
H -2.287871 3.608135 -3.305782 0.11 -0.26 0.05
H -2.193051 2.467261 -4.648871 -0.12 0.05 -0.02
H -1.185203 1.200209 -3.105997 -0.02 -0.18 -0.13
H 0.073430 1.017916 -4.372179 -0.14 -0.11 0.00
H 1.750023 1.044431 -2.310778 -0.03 0.21 -0.17
H 0.930071 -0.399047 -2.817738 0.05 0.02 -0.01
H 1.400415 -1.461517 -0.923363 0.02 0.05 -0.01
H 0.798163 -2.117045 1.333540 -0.12 -0.04 0.04
H -0.753140 -0.669973 2.678422 -0.04 0.07 0.01
H -2.157706 2.158694 -0.988759 -0.02 0.09 -0.03
H -0.326281 4.677830 -1.479417 0.07 0.08 -0.01
H -0.207050 6.722633 -0.051537 0.03 0.02 0.17
H -0.887270 6.673170 3.621239 -0.15 0.28 0.11
H -1.705508 7.626914 2.327792 -0.04 0.05 0.25
H -1.662597 4.448364 3.301370 0.04 0.05 0.03
C 2.257565 -4.955855 0.866300 0.08 0.08 -0.23
O 1.200560 -4.674951 1.423319 0.00 -0.05 0.29
N 2.376457 -5.040951 -0.478769 -0.11 0.12 0.24
N 3.406061 -5.207006 1.570510 0.01 0.09 0.15
H 3.224307 -5.280604 -0.963809 -0.09 -0.17 -0.13
H 1.552791 -4.863473 -1.023435 0.02 0.02 -0.05
H 3.359478 -5.151330 2.570149 0.01 0.00 0.00
H 4.274003 -5.451574 1.133989 -0.04 -0.08 -0.07
C -1.405783 8.313708 6.290690 0.02 -0.06 0.07
O -2.411756 8.211987 5.611491 0.00 -0.01 -0.07
N -0.239318 8.821617 5.785370 0.01 -0.02 -0.04
N -1.359014 7.922749 7.599358 -0.05 0.03 -0.01
H 0.609677 8.911394 6.309486 0.00 -0.02 0.01
H -0.258078 9.109752 4.825965 0.05 0.12 -0.02
H -2.198492 7.539166 7.992239 -0.01 -0.04 -0.02
H -0.540296 7.994657 8.171769 0.02 0.01 -0.02
C -2.797513 6.999698 -1.954709 0.08 0.18 0.03
O -2.722719 5.834064 -2.304603 -0.14 -0.12 0.07
N -3.956085 7.552943 -1.485644 -0.01 -0.06 0.05
N -1.723456 7.841882 -2.005481 -0.01 -0.04 -0.05
H -4.036446 8.507632 -1.192709 0.03 0.01 0.00
H -4.762005 6.958484 -1.440263 -0.01 0.00 -0.04
H -0.861214 7.464298 -2.353980 -0.02 0.01 -0.05
H -1.756130 8.802524 -1.722492 -0.02 0.01 0.01
C -3.794293 2.970857 6.612939 0.00 -0.04 -0.20
O -4.172322 3.351916 7.708790 0.03 -0.01 0.05
N -4.645860 2.725482 5.578041 -0.07 0.07 0.09
N -2.468315 2.753327 6.335039 0.13 0.03 0.00
H -4.337999 2.410023 4.677423 0.07 -0.01 0.02
H -5.631874 2.870088 5.735429 -0.11 -0.08 -0.02
H -1.810570 2.922124 7.071831 -0.02 0.00 0.01
H -2.133483 2.438148 5.443038 -0.04 -0.03 -0.01
C -8.520759 2.313907 6.601360 0.00 -0.05 0.20
O -7.660352 2.672675 5.813992 0.00 0.08 -0.16
N -8.313914 1.305085 7.494906 0.02 -0.06 -0.07
N -9.753891 2.899055 6.647810 -0.02 0.02 -0.08
H -9.002624 0.996848 8.153439 -0.01 0.03 0.01
H -7.411579 0.866520 7.489819 0.03 0.04 0.03
H -9.930375 3.647410 6.004677 0.02 0.01 0.01
H -10.474440 2.623865 7.286610 0.02 -0.02 0.02
C -5.448238 2.366711 -1.176769 0.03 0.13 0.13
O -5.085091 1.589989 -2.042410 0.04 -0.02 0.02
N -6.536015 2.125476 -0.381084 -0.08 -0.06 -0.05
N -4.798729 3.543611 -0.925605 0.10 -0.08 -0.13
H -6.846575 2.749058 0.338736 0.04 0.00 0.02
H -7.035904 1.270894 -0.536456 0.02 -0.01 0.00
H -3.996473 3.758792 -1.491816 0.00 0.23 -0.04
H -5.076879 4.193363 -0.215684 0.03 -0.05 0.07
C 4.701081 0.111488 -2.006311 -0.02 0.10 -0.12
O 3.631379 -0.442406 -1.831084 0.08 -0.11 0.08
N 5.008044 1.316646 -1.447676 -0.01 0.00 0.06
N 5.689675 -0.455694 -2.771460 0.12 -0.02 0.06
H 5.884466 1.783938 -1.580781 0.00 0.00 -0.04
H 4.303999 1.750952 -0.879092 -0.01 0.00 -0.01
H 5.484752 -1.341579 -3.197038 -0.03 0.05 -0.07
H 6.585142 -0.033035 -2.935461 -0.03 0.03 -0.04
C 3.841544 -6.869988 -3.725488 0.16 -0.05 -0.16
O 3.441478 -6.497619 -2.617580 0.18 -0.01 -0.10
N 2.983889 -7.126684 -4.744038 -0.15 0.15 0.00
N 5.152774 -7.053917 -4.003253 0.08 0.27 0.04
H 3.284443 -7.449188 -5.644866 0.06 -0.11 0.05
H 2.003583 -7.012787 -4.564695 0.00 -0.06 0.02
H 5.808513 -6.879135 -3.265458 -0.02 0.00 0.02
H 5.491780 -7.363619 -4.901168 -0.06 -0.31 0.06
C 0.037065 -4.761787 5.567242 0.04 0.00 -0.03
O 0.116527 -5.079386 6.741487 -0.02 0.01 0.00
N -1.023475 -4.055761 5.066561 -0.08 0.05 0.02
N 0.994016 -5.079617 4.646614 0.10 0.05 -0.13
H -1.103865 -3.788917 4.103398 0.05 -0.03 -0.02
H -1.748696 -3.800932 5.709460 0.01 0.00 0.01
H 1.785962 -5.598015 4.975024 -0.05 -0.04 0.08
H 0.939208 -4.824929 3.673076 -0.02 -0.05 -0.13
C 7.647182 -2.918670 -0.378889 -0.03 0.05 0.03
O 8.521008 -2.660154 -1.190949 0.00 -0.03 0.00
N 7.813776 -3.877255 0.587978 0.03 -0.10 -0.05
N 6.444783 -2.280188 -0.370820 -0.02 0.09 -0.05
H 7.116077 -4.101583 1.270206 0.00 0.07 0.04
H 8.690946 -4.361938 0.607314 0.01 0.02 0.00
H 6.301901 -1.562731 -1.068441 -0.03 -0.21 0.15
H 5.710221 -2.479434 0.282253 0.00 0.01 0.01
C 0.949557 -9.450866 -1.505238 0.03 0.08 0.08
O 1.301069 -10.222838 -2.383234 -0.04 -0.01 -0.01
N -0.126206 -9.713662 -0.695075 -0.06 -0.05 -0.01
N 1.587861 -8.272798 -1.261730 0.01 -0.22 -0.06
H -0.434817 -9.097711 0.032245 0.03 0.02 0.00
H -0.617616 -10.573081 -0.849989 0.01 0.00 -0.01
H 2.383825 -8.039542 -1.835714 -0.11 0.20 0.11
H 1.308029 -7.627583 -0.546911 0.00 0.02 -0.01
C -2.023946 -2.078431 -4.450771 -0.10 -0.03 0.04
O -1.359685 -1.190302 -3.947548 0.05 -0.05 -0.07
N -2.665003 -3.022760 -3.699964 0.05 -0.06 0.05
N -2.182551 -2.198880 -5.804400 0.06 0.01 -0.03
H -3.220545 -3.759518 -4.089305 -0.02 0.02 -0.02
H -2.572034 -2.953618 -2.703509 -0.01 0.04 0.00
H -1.726313 -1.517598 -6.381117 -0.01 0.01 0.01
H -2.727344 -2.919009 -6.237594 -0.02 0.00 0.02
C 7.337269 -9.240561 -6.046744 0.13 -0.10 -0.04
O 6.141786 -8.983258 -6.054533 -0.03 0.22 -0.02
N 7.805987 -10.477842 -5.724405 -0.05 -0.04 0.01
N 8.289076 -8.311868 -6.358673 -0.07 0.05 0.05
H 8.778690 -10.716908 -5.711402 0.01 0.02 -0.02
H 7.127039 -11.178193 -5.489550 -0.01 0.01 0.01
H 7.973899 -7.393125 -6.607485 0.01 -0.01 -0.04
H 9.272398 -8.504032 -6.357111 0.00 -0.02 0.01
```
Positions in Å, forces in eV/Å.

Results
E_HOMO ... -7.763 eV
Net charge ... 0
HOMO-LUMO gap ... 0.2920 Ha

Formula: C32H70GaIN9O3PSSi
Source: the Open Molecules 2025 dataset
Level of theory: ωB97M-V/def2-TZVPD

```
119
Properties=species:S:1:pos:R:3:forces:R:3
Ga 1.055262 -1.083570 1.812354 -0.15 0.05 0.05
C -2.689709 -5.058197 0.492057 0.00 0.00 0.00
N -1.430971 -4.342095 0.398433 -0.01 0.00 -0.01
C -0.456025 -4.724651 -0.612700 0.01 -0.01 0.02
C -1.115990 -3.310592 1.229587 -0.01 0.00 -0.02
N -0.113120 -2.532643 0.997897 0.04 -0.01 0.06
N -1.976318 -3.163196 2.297698 0.04 -0.04 0.03
C -1.862498 -2.273512 3.371604 0.00 0.02 -0.04
N -3.044589 -2.256511 4.108032 -0.02 0.01 0.00
N -0.792774 -1.650855 3.604673 0.04 -0.02 0.01
H -2.807273 -5.669330 -0.397674 0.00 0.00 -0.01
H -3.537842 -4.370746 0.527889 0.01 0.00 0.01
H -2.730646 -5.728780 1.357722 0.00 0.00 0.00
H -0.780667 -5.649343 -1.081465 0.00 0.00 0.00
H 0.520781 -4.891840 -0.154965 -0.01 0.00 0.00
H -0.346782 -3.959760 -1.385041 -0.01 -0.01 0.01
H 0.314845 -2.702095 0.093478 -0.01 0.00 -0.01
H -2.609674 -3.924812 2.468228 0.01 -0.01 0.00
H -3.886541 -2.194431 3.553101 0.00 0.00 0.00
H -3.040287 -1.594655 4.868782 0.01 -0.01 0.01
H -0.891567 -0.968170 4.349841 0.01 0.01 -0.01
C -0.295068 -2.321884 -3.901176 0.02 -0.01 0.02
C -0.331427 -1.126422 -2.955059 -0.01 0.03 0.00
C -1.693992 -1.005695 -2.284193 0.00 0.01 0.00
C -0.017447 0.142968 -3.739561 -0.01 0.00 0.00
O 0.593130 -1.340477 -1.880666 0.00 -0.03 -0.01
Si 2.216457 -1.079651 -1.736395 0.00 0.00 0.00
S 2.771750 -1.567883 0.204769 -0.02 0.07 0.02
O 3.028398 -1.962944 -2.866965 0.02 0.03 -0.02
C 3.560028 -3.290150 -2.915857 -0.01 -0.03 0.00
C 3.730898 -3.610939 -4.395552 -0.01 0.00 0.01
C 2.601960 -4.282815 -2.266374 0.02 0.00 0.01
C 4.911193 -3.318917 -2.210480 0.00 0.01 -0.01
O 2.489515 0.480268 -2.166785 0.01 0.00 0.01
C 3.710143 1.119324 -2.571445 0.00 0.01 0.00
C 4.900827 0.594952 -1.777418 0.00 -0.02 0.01
C 3.909665 0.894095 -4.066861 0.00 0.00 0.00
C 3.518480 2.601786 -2.286752 0.00 -0.01 0.00
H -1.035648 -2.198869 -4.694034 0.01 0.00 0.00
H -0.519511 -3.246607 -3.367581 -0.01 -0.01 -0.01
H 0.692302 -2.413252 -4.355366 0.00 0.00 0.01
H -2.477947 -0.806184 -3.017692 0.00 -0.01 0.00
H -1.665439 -0.192994 -1.556172 -0.02 0.01 0.01
H -1.938902 -1.928957 -1.750807 0.01 0.01 0.01
H -0.786666 0.297146 -4.499311 0.00 0.00 0.00
H 0.949604 0.062687 -4.235254 0.00 0.00 -0.01
H 0.012748 1.010700 -3.082707 0.00 0.01 0.01
H 2.764876 -3.592810 -4.903160 0.00 0.00 0.00
H 4.175137 -4.599214 -4.526712 0.00 0.00 0.00
H 4.380826 -2.871084 -4.864810 0.00 0.00 0.00
H 1.630094 -4.246307 -2.761376 -0.01 0.01 -0.01
H 2.479603 -4.045575 -1.208180 0.00 -0.01 -0.01
H 2.997752 -5.296754 -2.352132 0.00 0.00 0.00
H 5.599630 -2.621708 -2.691374 0.00 0.00 0.00
H 5.344392 -4.319751 -2.264051 0.00 0.00 0.00
H 4.800753 -3.040418 -1.162299 0.00 0.00 0.00
H 5.055092 -0.468747 -1.959064 0.00 0.01 -0.01
H 4.739393 0.736841 -0.708640 0.00 0.00 0.00
H 5.805987 1.128406 -2.074743 0.00 0.00 0.00
H 4.010524 -0.169438 -4.279264 0.00 0.00 0.00
H 4.805641 1.413836 -4.412588 0.00 -0.01 0.00
H 3.051980 1.282044 -4.620134 0.00 0.00 0.00
H 3.364492 2.758359 -1.218129 0.00 0.00 0.00
H 2.647618 2.979737 -2.825485 0.00 -0.01 0.00
H 4.396809 3.169432 -2.599879 0.00 0.00 0.00
I 2.225211 -3.669179 3.698985 0.00 -0.02 0.01
C 2.197698 -1.546298 3.376175 -0.02 -0.06 -0.01
H 3.238478 -1.275050 3.216289 0.00 -0.02 0.01
H 1.851353 -1.125267 4.316648 -0.01 0.00 0.00
N 0.159909 0.497053 1.717736 0.22 0.08 -0.14
P -0.738135 1.698081 1.546703 -0.15 -0.02 0.10
N -1.097389 2.414222 3.020432 0.01 0.00 0.01
C -2.023502 3.523116 3.135389 0.00 0.00 0.00
C -3.033153 3.267961 4.249758 0.00 0.00 0.00
C -2.314256 2.964217 5.562197 0.00 0.00 0.00
C -1.317872 1.821473 5.377685 -0.01 0.01 -0.01
C -0.357538 2.125572 4.231860 0.00 0.01 0.01
N -2.237067 1.364919 0.859177 0.09 -0.03 -0.11
C -2.754061 0.021957 1.128079 -0.01 0.04 0.03
C -4.207082 -0.100166 0.683175 0.00 0.01 0.00
C -4.974724 1.134613 1.138146 0.00 -0.01 0.00
C -4.452877 2.376585 0.400706 0.02 0.01 -0.02
C -3.002943 2.180537 -0.069138 -0.04 0.02 0.07
N -0.243532 2.997017 0.606363 -0.04 0.02 -0.03
C 0.740758 3.920339 1.164001 0.02 -0.01 0.00
C 0.693902 5.237790 0.401005 0.00 0.00 0.00
C 0.949304 5.006772 -1.086224 0.01 0.00 0.01
C 0.010908 3.936165 -1.639871 0.00 0.00 0.00
C 0.062489 2.673841 -0.789621 0.00 0.00 -0.02
H -2.529694 3.665979 2.181536 0.01 0.01 0.00
H -1.476475 4.455390 3.353671 0.00 0.00 -0.01
H -3.655046 2.412930 3.963655 0.00 0.00 0.00
H -3.692219 4.132514 4.362334 0.00 0.00 0.00
H -3.032679 2.730014 6.350906 0.00 0.00 0.00
H -1.770247 3.858542 5.886899 0.00 0.00 0.00
H -1.869625 0.904864 5.131988 0.00 -0.01 0.01
H -0.760346 1.639454 6.299727 0.00 0.00 0.00
H 0.308308 1.287955 4.027652 0.00 0.00 0.00
H 0.266790 2.989689 4.514359 0.00 0.00 0.00
H -2.704492 -0.149327 2.210157 -0.02 0.01 -0.01
H -2.125245 -0.739943 0.658333 0.01 -0.02 -0.01
H -4.634415 -1.013598 1.107226 0.01 -0.01 -0.01
H -4.269377 -0.203477 -0.404773 0.00 0.00 0.00
H -4.818639 1.253468 2.215123 -0.01 -0.01 0.00
H -6.049168 1.019292 0.986032 0.00 0.00 -0.01
H -4.526272 3.251744 1.050306 0.00 -0.01 0.01
H -5.073383 2.582774 -0.475513 0.00 0.01 0.00
H -2.505921 3.143020 -0.166007 0.00 0.00 -0.02
H -3.005446 1.726914 -1.070075 0.00 -0.01 0.01
H 1.751762 3.489333 1.095912 0.00 -0.01 0.00
H 0.525747 4.078870 2.220350 0.00 0.00 0.00
H 1.434012 5.928198 0.813010 0.00 0.00 0.00
H -0.293460 5.688442 0.544843 0.00 0.00 0.00
H 1.984762 4.679048 -1.219339 -0.01 0.01 0.00
H 0.837740 5.938857 -1.644670 0.00 0.00 0.00
H 0.274522 3.692150 -2.672517 0.00 0.00 0.00
H -1.015582 4.318394 -1.649171 0.00 0.00 0.00
H 1.046762 2.196138 -0.864806 0.02 -0.01 0.00
H -0.661818 1.939752 -1.144628 0.01 -0.01 -0.01
```
Positions in Å, forces in eV/Å.

Results
E_HOMO ... -7.558 eV
Energy relative to the best compared isomer or geometry (same formula, charge and spin) ... 0.0 kJ/mol
Net charge ... 0
HOMO-LUMO gap ... 0.2837 Ha

> Which formula does entry 2 have?

C32H70GaIN9O3PSSi